Entry 1:
Here is a cluster of 6 separate species, C19H54N4O6 in total from OMol25. Energies are from wB97M-V/def2-TZVPD.

gap between HOMO and LUMO (spin up / spin down) = 9.4 / 2.6 eV
spin multiplicity = 2
total charge = +1

Geometry (Å):
C 1.01 -3.63 -1.79
C 0.59 -4.91 -1.17
O 0.14 -4.63 0.17
H 0.20 -2.94 -2.03
H 1.44 -3.88 -2.77
H 1.79 -3.13 -1.22
H 1.48 -5.49 -0.93
H -0.09 -5.55 -1.73
H 0.84 -4.16 0.64
C 3.68 -0.53 1.94
C 4.51 -1.31 2.97
C 5.53 -0.47 3.78
O 6.60 0.03 2.95
C 7.53 0.73 3.76
N 3.49 -1.90 3.76
H 4.36 -0.08 1.22
H 3.08 0.22 2.47
H 3.08 -1.23 1.36
H 5.04 -2.10 2.44
H 5.99 -1.13 4.51
H 5.02 0.31 4.35
H 8.43 0.96 3.19
H 7.85 0.18 4.65
H 7.05 1.62 4.14
H 3.13 -1.17 4.36
H 3.91 -2.60 4.36
C 0.07 -1.13 -4.31
C -1.46 -1.26 -4.13
C -2.13 0.16 -3.95
O -3.47 -0.05 -3.65
C -4.18 1.17 -3.74
N -2.00 -1.90 -5.32
H 0.43 -0.75 -3.36
H 0.41 -0.47 -5.11
H 0.59 -2.09 -4.40
H -1.65 -1.88 -3.25
H -2.05 0.64 -4.92
H -1.75 0.79 -3.14
H -3.61 2.06 -3.47
H -5.08 1.16 -3.13
H -4.33 1.23 -4.82
H -2.03 -2.90 -5.21
H -2.99 -1.72 -5.26
C -4.88 -1.10 0.89
C -4.55 -0.20 -0.29
C -4.33 1.29 0.10
O -5.55 1.77 0.68
C -6.56 2.16 -0.24
N -3.26 -0.71 -0.83
H -4.14 -1.01 1.68
H -4.94 -2.17 0.69
H -5.87 -0.84 1.26
H -5.38 -0.38 -0.97
H -4.07 1.85 -0.80
H -3.47 1.41 0.76
H -7.07 1.36 -0.78
H -6.16 2.90 -0.94
H -7.28 2.61 0.44
H -3.26 -0.42 -1.80
H -3.37 -1.71 -0.89
C -0.29 2.82 3.13
C 1.08 2.41 2.55
C 1.39 2.91 1.09
O 2.63 2.43 0.60
C 2.87 2.85 -0.67
N 2.10 2.88 3.50
H -1.02 2.52 2.38
H -0.43 3.90 3.14
H -0.50 2.40 4.12
H 1.08 1.34 2.32
H 1.41 3.99 1.11
H 0.61 2.78 0.34
H 2.65 3.91 -0.83
H 2.36 2.22 -1.40
H 3.95 2.70 -0.80
H 1.81 3.77 3.87
H 2.94 3.08 2.98
C 0.19 -0.45 -0.08
O -0.85 0.36 0.35
H -0.02 -1.48 0.21
H 0.16 -0.43 -1.17
H 1.17 -0.14 0.27
H -1.64 0.18 -0.16

Here are the Löwdin charges for atoms 1 to 6, given in e: -0.11, -0.29, -0.10, 0.05, 0.08, 0.08

---

Entry 2:
Here is a cluster of 9 separate species, C19H56N13O10 in total from OMol25. Energies are from wB97M-V/def2-TZVPD.

energy relative to the best compared isomer or geometry (same formula, charge and spin) = 478.49 kJ/mol
gap between HOMO and LUMO = 9.4 eV
total charge = -1

Geometry (Å):
C -0.37 -1.52 0.09
C -0.88 -2.99 0.33
O -0.16 -3.86 0.86
O -2.00 -3.26 -0.20
H -0.90 -1.08 -0.76
H 0.70 -1.65 -0.10
H -0.63 -0.87 0.93
C 2.13 0.75 0.83
C 3.14 1.80 1.23
C 2.71 3.18 1.81
O 3.97 3.77 1.97
C 3.89 5.19 2.35
N 4.07 1.09 2.15
H 1.54 0.39 1.68
H 2.73 -0.01 0.32
H 1.43 1.09 0.06
H 3.67 1.92 0.28
H 2.15 3.05 2.73
H 2.15 3.79 1.10
H 4.83 5.75 2.40
H 3.63 5.10 3.40
H 3.24 5.82 1.75
H 3.43 0.89 2.90
H 4.64 1.78 2.62
C 2.29 0.27 -7.16
C 0.94 0.58 -6.43
C 0.78 -0.05 -5.03
O 1.66 0.50 -4.07
C 1.34 0.23 -2.71
N 0.99 2.07 -6.37
H 2.39 -0.81 -7.20
H 3.23 0.61 -6.72
H 2.29 0.60 -8.19
H 0.08 0.39 -7.08
H 1.03 -1.10 -5.19
H -0.25 0.04 -4.71
H 1.47 -0.84 -2.55
H 0.29 0.46 -2.49
H 1.92 0.84 -2.02
H 0.54 2.46 -5.56
H 1.95 2.23 -6.10
C -0.16 6.44 2.83
C -0.83 5.74 1.64
C -0.88 4.20 1.86
O -1.30 3.59 0.68
C -1.46 2.19 0.74
N -2.15 6.28 1.38
H -0.87 6.47 3.66
H 0.08 7.49 2.71
H 0.68 5.86 3.23
H -0.16 5.78 0.78
H -1.41 3.99 2.79
H 0.06 3.76 2.21
H -2.47 2.14 1.16
H -0.85 1.63 1.44
H -1.58 1.75 -0.24
H -2.51 5.42 0.98
H -2.66 6.34 2.24
C -2.49 -1.77 -3.39
O -2.77 -1.17 -4.45
N -1.45 -2.58 -3.19
N -3.16 -1.66 -2.27
H -1.50 -3.12 -2.34
H -0.84 -2.82 -3.96
H -3.68 -0.81 -2.10
H -2.80 -2.37 -1.64
C 0.76 -1.03 3.62
O 1.47 -0.26 4.18
N 1.26 -2.04 2.95
N -0.50 -0.91 3.40
H 2.26 -2.12 3.07
H 0.75 -2.50 2.21
H -1.11 -1.67 3.11
H -0.94 -0.25 4.02
C -4.56 -0.59 1.49
O -5.35 0.29 1.70
N -4.80 -1.76 1.96
N -3.57 -0.55 0.61
H -5.64 -1.86 2.51
H -4.16 -2.52 1.75
H -3.37 0.32 0.12
H -3.11 -1.41 0.36
C 2.18 -5.99 -0.91
O 3.02 -6.62 -1.43
N 2.46 -4.90 -0.32
N 0.92 -5.93 -1.16
H 3.46 -4.91 -0.14
H 1.70 -4.31 -0.03
H 0.52 -6.64 -1.77
H 0.34 -5.19 -0.79
C -2.64 -4.91 3.08
O -3.34 -5.26 4.10
N -2.89 -5.09 1.85
N -1.62 -4.19 3.21
H -3.60 -5.76 1.58
H -2.37 -4.61 1.13
H -0.97 -4.28 2.44
H -1.44 -3.93 4.17

Here are the Löwdin charges for atoms 1 to 6, given in e: 0.00, -0.66, -0.09, -0.10, 0.05, 0.07

---

Entry 3:
Here is a structure of composition C19H57BaN2O29P6 from OMol25. Energies are from wB97M-V/def2-TZVPD.

energy relative to the best compared isomer or geometry (same formula, charge and spin) = 447.08 kJ/mol
gap between HOMO and LUMO = 8.0 eV
total charge = +1

Geometry (Å):
Ba -2.54 -3.30 1.36
N -1.51 -0.14 0.77
O -1.19 1.03 0.60
O -0.93 -0.80 1.62
O -2.35 -0.68 0.20
C 0.95 2.10 2.85
N -0.26 2.42 3.64
O -0.98 3.36 3.18
O -0.41 1.74 4.68
H 0.65 1.22 2.29
H 1.80 1.88 3.49
H 1.15 2.93 2.17
C 4.03 -0.16 -3.24
O 3.04 0.53 -3.95
P 3.04 2.14 -3.87
O 4.31 2.82 -4.24
O 1.74 2.58 -4.81
C 1.55 3.86 -5.39
O 2.48 2.41 -2.34
C 1.14 1.97 -2.07
H 4.46 0.34 -2.38
H 4.86 -0.43 -3.89
H 3.64 -1.14 -2.96
H 1.15 3.72 -6.39
H 2.49 4.41 -5.49
H 0.82 4.33 -4.74
H 0.42 2.75 -2.29
H 1.13 1.70 -1.01
H 0.93 1.10 -2.68
C 1.33 -1.70 -0.34
O 1.44 -2.72 -1.33
P 0.50 -4.12 -1.39
O -0.82 -3.94 -0.69
O 0.46 -4.35 -2.98
C 1.67 -4.46 -3.74
O 1.36 -5.36 -0.80
C 0.75 -6.57 -0.39
H 0.95 -0.77 -0.76
H 2.34 -1.45 -0.02
H 0.70 -2.09 0.46
H 1.55 -5.40 -4.27
H 2.46 -4.45 -2.98
H 1.59 -3.54 -4.31
H 1.45 -7.40 -0.41
H -0.04 -6.83 -1.09
H 0.43 -6.56 0.65
C -4.81 -2.55 6.61
O -4.36 -2.26 5.36
P -2.86 -1.85 5.04
O -2.52 -2.27 3.69
O -2.78 -0.27 5.40
C -3.69 0.65 4.78
O -2.00 -2.59 6.15
C -1.61 -3.91 6.02
H -4.03 -2.51 7.37
H -5.30 -3.53 6.62
H -5.55 -1.85 7.00
H -3.57 1.67 5.15
H -4.71 0.34 5.00
H -3.41 0.65 3.73
H -0.53 -4.01 5.96
H -1.97 -4.40 5.11
H -1.85 -4.47 6.92
C 3.16 -4.89 1.86
O 2.87 -3.86 2.72
P 1.42 -3.66 3.47
O 0.26 -3.72 2.55
O 1.33 -4.86 4.56
C 2.27 -4.92 5.65
O 1.55 -2.29 4.38
C 1.77 -1.04 3.77
H 4.01 -5.48 2.21
H 3.34 -4.35 0.93
H 2.35 -5.60 1.68
H 1.78 -4.70 6.60
H 3.08 -4.20 5.57
H 2.71 -5.91 5.77
H 1.08 -0.28 4.14
H 1.71 -1.09 2.68
H 2.80 -0.71 3.92
C -1.81 3.19 -6.08
O -1.19 2.32 -5.15
P -1.77 0.82 -4.97
O -2.20 0.24 -6.32
O -0.58 0.03 -4.20
C -0.71 -1.11 -3.29
O -2.87 0.95 -3.81
C -2.64 1.50 -2.54
H -1.09 3.55 -6.82
H -2.17 4.03 -5.48
H -2.62 2.69 -6.61
H -0.29 -0.89 -2.31
H -0.11 -1.93 -3.69
H -1.72 -1.49 -3.21
H -3.30 1.05 -1.81
H -2.95 2.53 -2.72
H -1.60 1.38 -2.23
C -1.26 8.30 -2.81
O -0.28 7.30 -2.73
P -0.73 5.76 -2.33
O -1.90 5.30 -3.10
O 0.65 5.03 -2.42
C 1.69 5.41 -1.65
O -0.98 5.88 -0.74
C -1.13 4.69 0.02
H -1.27 8.96 -1.94
H -2.25 7.88 -2.97
H -1.16 8.96 -3.67
H 1.90 4.73 -0.82
H 1.60 6.39 -1.18
H 2.56 5.35 -2.31
H -0.32 4.54 0.74
H -1.16 3.74 -0.52
H -2.05 4.70 0.60

Here are the Löwdin charges for atoms 1 to 6, given in e: 1.99, -0.69, 0.03, -0.13, -0.10, 0.02

---

Entry 4:
Here is a cluster of 10 separate species, C19H57BrN5O9 in total from OMol25. Energies are from wB97M-V/def2-TZVPD.

gap between HOMO and LUMO = 8.9 eV
total charge = +1

Geometry (Å):
C 0.34 -0.43 -2.97
C -0.32 -1.47 -2.08
Br 0.27 -3.26 -2.58
C 0.05 -1.30 -0.61
N -0.62 -0.13 -0.07
C -0.40 0.30 1.17
N -0.97 1.38 1.71
C -0.48 1.47 2.93
C -0.70 2.50 3.97
C 0.63 3.26 4.14
C 0.56 4.77 4.04
C 0.62 5.33 2.63
C 1.90 5.04 1.83
N 3.14 5.03 2.64
N 0.39 0.48 3.18
N 0.44 -0.28 2.04
H 1.31 -0.10 -2.59
H 0.52 -0.85 -3.96
H -0.32 0.42 -3.09
H -1.40 -1.44 -2.21
H -0.24 -2.18 -0.04
H 1.13 -1.18 -0.54
H -1.26 0.42 -0.61
H -1.54 3.13 3.70
H -0.93 1.98 4.90
H 1.33 2.90 3.38
H 1.04 2.92 5.09
H -0.32 5.14 4.55
H 1.42 5.18 4.57
H -0.22 4.97 2.02
H 0.52 6.41 2.72
H 1.98 5.83 1.09
H 1.81 4.12 1.25
H 3.58 4.13 2.52
H 3.81 5.66 2.22
H 0.96 0.29 4.01
H 1.03 -1.08 1.92
C 1.55 0.84 6.98
O 1.24 0.05 5.80
H 2.62 1.02 7.03
H 1.03 1.79 6.94
H 1.23 0.29 7.86
H 0.28 -0.08 5.86
C -0.51 -4.92 -6.36
O -1.34 -5.07 -5.20
H -0.87 -5.61 -7.11
H -0.58 -3.90 -6.76
H 0.53 -5.15 -6.13
H -1.02 -4.46 -4.54
C -2.41 -3.88 -9.12
O -1.05 -3.75 -9.53
H -2.58 -4.92 -8.85
H -2.61 -3.26 -8.24
H -3.09 -3.61 -9.93
H -0.91 -2.83 -9.77
C 2.51 -0.50 -6.36
O 1.72 0.52 -5.75
H 2.75 -1.23 -5.59
H 1.97 -1.00 -7.17
H 3.44 -0.09 -6.76
H 1.51 1.17 -6.43
C 4.19 1.35 4.50
O 3.43 2.43 5.03
H 4.18 0.55 5.24
H 3.74 0.97 3.57
H 5.22 1.64 4.30
H 3.44 3.14 4.37
C -3.91 -4.47 -1.71
O -3.31 -3.42 -2.47
H -4.96 -4.20 -1.57
H -3.86 -5.42 -2.24
H -3.44 -4.57 -0.72
H -2.39 -3.65 -2.60
C -1.16 5.22 7.67
O -0.19 4.24 7.31
H -2.13 4.73 7.64
H -0.98 5.60 8.68
H -1.16 6.05 6.96
H 0.68 4.66 7.33
C -1.32 -1.27 8.71
O -0.96 0.12 8.69
H -0.63 -1.79 8.05
H -1.22 -1.69 9.71
H -2.34 -1.42 8.36
H -1.56 0.58 9.29
C -2.48 -5.16 -13.27
O -2.25 -4.37 -12.11
H -3.48 -4.91 -13.64
H -1.75 -4.94 -14.05
H -2.46 -6.23 -13.04
H -1.38 -4.58 -11.76

Here are the Löwdin charges for atoms 1 to 6, given in e: -0.12, -0.70, 0.83, -0.26, 0.11, -0.34

---

Entry 5:
Here is a cluster of 11 separate species, C19H57O13 in total from OMol25. Energies are from wB97M-V/def2-TZVPD.

energy relative to the best compared isomer or geometry (same formula, charge and spin) = 0.00 kJ/mol
gap between HOMO and LUMO = 9.0 eV
total charge = -1

Geometry (Å):
C 0.67 0.26 0.36
O 1.06 1.37 0.75
O 0.25 0.12 -0.86
O 0.75 -0.79 1.05
H 0.19 0.90 -1.21
C 1.86 5.13 0.17
O 2.41 3.83 -0.06
H 2.61 5.73 0.30
H 1.28 5.04 0.99
H 1.44 5.64 -0.54
H 1.82 3.09 0.48
C 1.86 0.70 4.11
O 2.18 1.72 3.22
H 2.49 0.74 4.87
H 1.51 -0.20 3.80
H 1.01 1.02 4.70
H 1.97 1.44 2.30
C 1.48 3.79 -3.27
O 0.72 3.13 -2.40
H 0.92 4.54 -3.90
H 2.01 3.09 -3.97
H 2.24 4.48 -2.80
H 1.02 3.26 -1.56
C 0.31 -4.22 1.27
O 0.04 -3.27 0.30
H 0.96 -5.06 0.85
H -0.62 -4.55 1.74
H 1.00 -3.72 2.00
H 0.45 -2.45 0.58
C 3.67 -2.25 -0.24
O 3.38 -1.58 0.99
H 2.87 -1.93 -0.92
H 3.60 -3.20 -0.24
H 4.67 -1.96 -0.69
H 2.59 -1.06 1.16
C 3.88 0.89 -2.32
O 5.15 1.25 -1.77
H 3.89 -0.20 -2.59
H 3.41 1.38 -3.18
H 3.08 1.03 -1.51
H 4.93 1.93 -0.92
C -0.13 -1.89 -4.16
C 1.14 -1.21 -4.23
C 2.29 -2.23 -4.46
O 1.08 -0.32 -5.34
H 0.15 -2.61 -3.34
H -0.18 -2.68 -5.00
H -1.02 -1.32 -3.98
H 1.24 -0.66 -3.30
H 3.33 -1.80 -4.45
H 2.15 -2.67 -5.40
H 2.14 -3.12 -3.72
H 0.44 0.35 -5.05
C -2.33 3.37 3.58
C -1.75 3.27 2.12
C -2.04 4.43 1.10
O -0.32 3.18 2.34
H -1.94 2.76 4.32
H -3.39 3.09 3.52
H -2.32 4.42 3.94
H -2.23 2.26 1.64
H -1.16 4.06 0.37
H -1.85 5.43 1.58
H -2.95 4.44 0.77
H -0.13 2.59 1.74
C -4.50 -2.84 -0.21
C -3.14 -3.07 -0.74
C -3.12 -3.94 -2.05
O -2.43 -1.91 -0.89
H -5.31 -2.46 -0.88
H -4.50 -2.07 0.73
H -5.03 -3.65 0.35
H -2.74 -3.63 0.13
H -3.63 -4.78 -1.80
H -2.07 -4.20 -2.44
H -3.76 -3.58 -2.67
H -1.60 -2.13 -0.84
C -2.26 -2.39 3.20
C -2.15 -1.00 2.70
C -3.51 -0.19 2.94
O -1.21 -0.32 3.42
H -2.57 -2.42 4.19
H -1.25 -2.89 3.05
H -2.74 -2.94 2.49
H -1.98 -1.09 1.55
H -4.34 -0.44 2.35
H -3.21 0.69 2.88
H -3.89 -0.42 4.07
H -0.33 -0.53 2.87

Here are the Löwdin charges for atoms 1 to 6, given in e: -0.75, -0.01, 0.21, -0.03, 0.00, -0.12

---

Number 1: calculated total energy -1426.2684 Eh. Number 2: calculated total energy -2221.8764 Eh. Number 3: calculated total energy -5123.3860 Eh. Number 4: calculated total energy -4282.7149 Eh. Number 5: calculated total energy -1735.9176 Eh.